1.
ORCA calculation (wB97M-V/def2-TZVPD) on 4 unconnected molecules or ions with the total composition C23H30N.

Its HOMO-LUMO gap is 0.316 Eh. The total charge is +1. The value obtained for the calculated total energy is -948.9296 Ha. The calculation puts the energy above the lowest of the compared OMol25 structures with the same formula, charge and spin at 0.00 kJ/mol.

Last column: Löwdin charge in e.
Geometry (Å):
C1 -0.1707 -0.0922 1.8696  -0.01
C2 0.7872 -0.7545 0.8997  -0.31
C3 1.1713 0.1100 -0.2964  -0.11
C4 2.3578 0.9874 0.1937  -0.12
C5 2.7958 0.3901 1.5395  -0.09
N1 2.1533 -0.9684 1.5300  0.09
H1 -0.4384 -0.7575 2.6913  0.10
H2 0.2178 0.8348 2.2894  0.09
H3 -1.0839 0.1491 1.3274  0.08
H4 0.4102 -1.7459 0.6508  0.13
H5 1.4998 -0.5144 -1.1266  0.12
H6 0.3326 0.7235 -0.6127  0.10
H7 2.0794 2.0330 0.2980  0.12
H8 3.1780 0.9378 -0.5193  0.12
H9 2.3941 0.9300 2.3914  0.12
H10 3.8691 0.2769 1.6666  0.14
H11 2.1043 -1.4329 2.4373  0.18
H12 2.6806 -1.5850 0.9049  0.17
C6 1.9313 -4.5436 0.9795  -0.12
C7 1.8174 -4.1470 -0.3460  -0.11
C8 2.1177 -5.0366 -1.3680  -0.08
C9 2.5209 -6.3270 -1.0563  -0.07
C10 2.6264 -6.7253 0.2696  -0.07
C11 2.3332 -5.8343 1.2918  -0.08
H13 1.6868 -3.8573 1.7854  0.08
H14 1.4856 -3.1439 -0.5971  0.07
H15 2.0293 -4.7298 -2.4016  0.11
H16 2.7500 -7.0260 -1.8495  0.11
H17 2.9371 -7.7340 0.5069  0.11
H18 2.4166 -6.1450 2.3246  0.11
C12 -3.7702 1.6865 0.2626  -0.11
C13 -3.9632 0.3719 -0.1376  -0.11
C14 -5.2336 -0.1862 -0.1123  -0.09
C15 -6.3124 0.5770 0.3115  -0.08
C16 -6.1205 1.8927 0.7112  -0.08
C17 -4.8491 2.4487 0.6886  -0.09
H19 -2.7770 2.1212 0.2380  0.08
H20 -3.1226 -0.2222 -0.4788  0.09
H21 -5.3840 -1.2113 -0.4247  0.10
H22 -7.3049 0.1464 0.3289  0.11
H23 -6.9635 2.4861 1.0395  0.11
H24 -4.7009 3.4745 1.0002  0.10
C18 1.8689 4.9634 -1.8052  -0.09
C19 1.7147 3.6777 -2.3065  -0.11
C20 0.4728 3.0579 -2.2514  -0.12
C21 -0.6146 3.7215 -1.6980  -0.10
C22 -0.4594 5.0082 -1.2000  -0.08
C23 0.7820 5.6273 -1.2524  -0.08
H25 2.8325 5.4534 -1.8572  0.10
H26 2.5583 3.1672 -2.7549  0.10
H27 0.3481 2.0609 -2.6580  0.10
H28 -1.5848 3.2406 -1.6680  0.09
H29 -1.3077 5.5315 -0.7783  0.11
H30 0.9006 6.6330 -0.8709  0.11

2.
ORCA calculation (wB97M-V/def2-TZVPD) on C23H30N4O5 in the gas phase.

Its HOMO-LUMO gap is 0.303 Eh. The value obtained for the calculated total energy is -1489.6616 Ha. The calculation puts the energy above the lowest of the compared OMol25 structures with the same formula, charge and spin at 119.13 kJ/mol.

Last column: Löwdin charge in e.
Geometry (Å):
C1 4.6252 2.6082 0.3758  -0.08
O1 3.6018 3.5489 0.1416  -0.09
C2 2.3102 3.1571 0.3203  -0.28
C3 1.9118 1.8834 0.7124  -0.02
C4 0.5662 1.5930 0.8447  -0.02
C5 -0.4040 2.5620 0.6112  -0.22
N1 -1.7430 2.1943 0.7612  0.13
C6 -2.8818 2.8954 0.5508  -0.46
O2 -2.9642 4.0703 0.2695  0.07
C7 -4.1132 1.9885 0.7280  -0.09
N2 -3.7596 0.6420 0.3372  -0.21
C8 -4.5027 -0.4587 0.9096  -0.16
C9 -3.6864 -1.7312 0.6814  -0.16
N3 -3.4628 -1.9384 -0.7412  -0.15
C10 -2.7866 -3.1969 -1.0255  -0.10
C11 -1.3964 -3.2740 -0.3840  -0.45
O3 -1.2156 -3.7578 0.7125  0.07
N4 -0.4292 -2.6684 -1.1301  0.13
C12 0.8670 -2.2970 -0.7383  -0.21
C13 1.4786 -1.2724 -1.4564  0.03
C14 2.7536 -0.8550 -1.0974  -0.29
O4 3.4414 0.1462 -1.7137  -0.10
C15 2.7961 0.8902 -2.7200  -0.08
C16 3.4049 -1.4681 -0.0328  0.06
C17 2.7870 -2.4889 0.6810  -0.26
O5 3.5067 -3.0123 1.7054  -0.07
C18 2.9341 -4.0503 2.4678  -0.08
C19 1.5076 -2.9094 0.3280  0.04
C20 -2.8267 -0.7848 -1.3503  -0.18
C21 -3.6699 0.4599 -1.0968  -0.16
C22 -0.0053 3.8416 0.2303  0.00
C23 1.3344 4.1278 0.0827  0.00
H1 4.5329 1.7405 -0.2838  0.08
H2 4.6300 2.2754 1.4188  0.10
H3 5.5565 3.1303 0.1617  0.09
H4 2.6318 1.1071 0.9128  0.10
H5 0.2711 0.5946 1.1386  0.11
H6 -1.9106 1.2112 0.9599  0.13
H7 -4.3847 1.9983 1.7873  0.13
H8 -4.9508 2.4162 0.1581  0.13
H9 -4.6260 -0.2967 1.9822  0.12
H10 -5.4985 -0.5713 0.4502  0.13
H11 -4.2273 -2.5962 1.0695  0.13
H12 -2.7380 -1.6415 1.2356  0.13
H13 -3.3970 -4.0022 -0.6106  0.13
H14 -2.7266 -3.3178 -2.1104  0.12
H15 -0.7126 -2.2966 -2.0257  0.13
H16 0.9497 -0.8129 -2.2768  0.11
H17 1.8877 1.3695 -2.3404  0.09
H18 2.5528 0.2680 -3.5871  0.10
H19 3.5066 1.6588 -3.0198  0.10
H20 4.3966 -1.1506 0.2429  0.13
H21 2.0073 -3.7295 2.9523  0.10
H22 3.6734 -4.2973 3.2280  0.09
H23 2.7347 -4.9343 1.8547  0.10
H24 0.9971 -3.6887 0.8637  0.09
H25 -2.7457 -0.9619 -2.4268  0.13
H26 -1.8221 -0.5880 -0.9364  0.12
H27 -3.1832 1.3292 -1.5436  0.13
H28 -4.6651 0.3369 -1.5542  0.13
H29 -0.7518 4.5976 0.0522  0.10
H30 1.6558 5.1128 -0.2161  0.12

3.
ORCA calculation (wB97M-V/def2-TZVPD) on C23H30N4OS in the gas phase at a distorted geometry.

Its HOMO-LUMO gap is 0.308 Eh. The value obtained for the calculated total energy is -1586.9132 Ha. The calculation puts the energy above the lowest of the compared OMol25 structures with the same formula, charge and spin at 23.48 kJ/mol.

Last column: Löwdin charge in e.
Geometry (Å):
C1 1.9834 -0.1459 -3.7233  -0.04
C2 2.1843 0.4223 -2.3109  -0.55
C3 2.2298 1.9543 -2.3793  -0.04
C4 3.5358 -0.0627 -1.7775  -0.06
C5 1.0171 -0.0452 -1.4526  -0.17
C6 1.1569 -1.0242 -0.4826  0.02
C7 0.0453 -1.4916 0.2124  -0.20
N1 0.2607 -2.4741 1.1915  0.11
C8 -0.6620 -3.1471 1.9333  -0.50
O1 -1.8496 -3.1703 1.7148  0.09
C9 -0.0385 -3.8703 3.1251  -0.16
C10 0.1348 -2.8998 4.2908  -0.43
S1 1.3740 -1.6016 3.9481  0.96
C11 0.3283 -0.3813 3.2774  -0.63
N2 -0.9717 -0.3017 3.4115  0.05
N3 -1.4064 0.7707 2.7584  0.08
C12 -0.3701 1.3705 2.2156  -0.28
C13 -0.2592 2.5418 1.4453  0.01
C14 0.9774 2.9355 1.0365  -0.07
C15 2.1302 2.1791 1.3726  -0.07
C16 2.0219 1.0467 2.1094  -0.06
N4 0.7904 0.6584 2.5236  0.03
C17 -1.2109 -0.9601 -0.0300  0.03
C18 -1.3696 0.0500 -0.9694  -0.16
C19 -2.7517 0.6194 -1.2478  -0.54
C20 -2.6759 2.0688 -1.7445  -0.05
C21 -3.4000 -0.2505 -2.3350  -0.04
C22 -3.6263 0.5872 0.0123  -0.05
C23 -0.2544 0.4739 -1.6794  0.01
H1 1.0486 0.2057 -4.1520  0.08
H2 1.9542 -1.2330 -3.6923  0.09
H3 2.7996 0.1611 -4.3741  0.08
H4 2.2956 2.3733 -1.3789  0.06
H5 1.3481 2.3622 -2.8641  0.08
H6 3.1007 2.2741 -2.9481  0.09
H7 3.6866 0.2631 -0.7502  0.08
H8 3.6127 -1.1462 -1.8237  0.08
H9 4.3372 0.3509 -2.3863  0.08
H10 2.1208 -1.4529 -0.2549  0.11
H11 1.2342 -2.6282 1.4195  0.11
H12 -0.7266 -4.6572 3.4379  0.12
H13 0.9208 -4.3192 2.8590  0.11
H14 0.4988 -3.4203 5.1763  0.08
H15 -0.7948 -2.3772 4.5116  0.08
H16 -1.1562 3.0919 1.2183  0.11
H17 1.0973 3.8352 0.4533  0.11
H18 3.1021 2.5106 1.0451  0.11
H19 2.8533 0.4257 2.4059  0.12
H20 -2.0471 -1.3391 0.5277  0.10
H21 -2.0699 2.6724 -1.0727  0.07
H22 -2.2557 2.1298 -2.7454  0.08
H23 -3.6753 2.4965 -1.7846  0.08
H24 -2.8071 -0.2294 -3.2475  0.08
H25 -3.4723 -1.2820 -1.9988  0.09
H26 -4.4001 0.1130 -2.5612  0.08
H27 -3.0964 1.0022 0.8668  0.06
H28 -3.9261 -0.4271 0.2587  0.08
H29 -4.5327 1.1661 -0.1519  0.08
H30 -0.3744 1.2258 -2.4400  0.10

4.
ORCA calculation (wB97M-V/def2-TZVPD) on C23H30N6O in the gas phase.

Its HOMO-LUMO gap is 0.319 Eh. The value obtained for the calculated total energy is -1298.2174 Ha. The calculation puts the energy above the lowest of the compared OMol25 structures with the same formula, charge and spin at 115.39 kJ/mol.

Last column: Löwdin charge in e.
Geometry (Å):
C1 -5.3015 -3.3668 1.6240  -0.08
C2 -4.4473 -2.1553 1.9926  -0.20
N1 -4.2067 -1.3155 0.8520  -0.18
C3 -3.2921 -1.4870 -0.1230  -0.03
C4 -3.4731 -0.4729 -1.0412  -0.16
C5 -2.6708 -0.2108 -2.2795  -0.15
N2 -1.4096 0.4882 -2.0679  -0.16
C6 -1.5928 1.8204 -1.5158  -0.20
C7 -0.2731 2.5893 -1.5125  -0.11
C8 0.8442 1.8307 -0.7988  -0.25
N3 0.6388 1.8208 0.6365  -0.03
N4 -0.4731 2.2968 1.1855  0.08
C9 -0.3815 2.0889 2.4837  -0.14
C10 0.8251 1.4628 2.8033  -0.01
C11 1.4629 1.3153 1.5849  -0.24
N5 2.7042 0.7202 1.3403  0.16
C12 3.7250 1.2441 0.6085  -0.47
O1 3.6668 2.3032 0.0282  0.08
C13 4.9416 0.3232 0.5660  -0.05
C14 4.5276 -1.0206 0.0356  -0.25
C15 4.1983 -1.1582 -1.3086  -0.05
C16 3.7572 -2.3717 -1.8032  -0.08
C17 3.6399 -3.4648 -0.9604  -0.09
C18 3.9690 -3.3385 0.3778  -0.08
C19 4.4063 -2.1219 0.8736  -0.06
C20 0.9037 0.4002 -1.3469  -0.11
C21 -0.4677 -0.2619 -1.2637  -0.19
C22 -4.5528 0.2759 -0.5188  -0.31
C23 -5.1997 1.4899 -1.0847  -0.03
N6 -4.9777 -0.2573 0.6143  0.13
H1 -5.4870 -3.9749 2.5052  0.07
H2 -4.7973 -3.9760 0.8772  0.07
H3 -6.2539 -3.0370 1.2172  0.07
H4 -3.4859 -2.4799 2.4024  0.12
H5 -4.9660 -1.5440 2.7340  0.12
H6 -2.5931 -2.2999 -0.1015  0.13
H7 -2.4318 -1.1615 -2.7681  0.12
H8 -3.2604 0.3927 -2.9750  0.12
H9 -2.3079 2.3505 -2.1495  0.12
H10 -1.9884 1.7861 -0.4897  0.10
H11 0.0466 2.7542 -2.5422  0.12
H12 -0.4266 3.5539 -1.0301  0.11
H13 1.8001 2.3356 -0.9853  0.13
H14 -1.1738 2.3946 3.1372  0.10
H15 1.1883 1.1703 3.7671  0.09
H16 2.8981 -0.1083 1.8856  0.15
H17 5.6832 0.7889 -0.0839  0.13
H18 5.3596 0.2340 1.5708  0.13
H19 4.2873 -0.3041 -1.9638  0.12
H20 3.5025 -2.4647 -2.8484  0.11
H21 3.2961 -4.4128 -1.3462  0.10
H22 3.8852 -4.1881 1.0395  0.10
H23 4.6688 -2.0345 1.9198  0.11
H24 1.6377 -0.1976 -0.8042  0.09
H25 1.2080 0.4491 -2.3927  0.13
H26 -0.4049 -1.2793 -1.6601  0.12
H27 -0.7823 -0.3239 -0.2058  0.12
H28 -5.3927 1.3601 -2.1485  0.08
H29 -4.5588 2.3611 -0.9553  0.07
H30 -6.1377 1.6677 -0.5666  0.07

- What is the formula in the first record?
  C23H30N

- Look up the energy above the lowest of the compared OMol25 structures with the same formula, charge and spin of the first one.
  0.00 kJ/mol

- energy above the lowest of the compared OMol25 structures with the same formula, charge and spin of number 4 (C23H30N6O)?
  115.39 kJ/mol